70
Properties=species:S:1:pos:R:3:forces:R:3 method="wB97M-V/def2-TZVPD" lumo_energy_ev=-6.87 e_above_lowest_kcal_mol=99.1 e_tot_ha=-1504.816447 largest_force_ev_per_a=6.10 homo_energy_ha=-0.400 charge=+1 orbital_gap_ev=4.03
C 1.148588 -5.010737 1.359962 -0.6 0.6 -0.5
C 0.279255 -4.815809 0.097124 0.7 -0.4 0.7
C 0.838083 -3.680608 -0.747974 -0.8 -0.4 -0.2
C -0.168609 -3.073957 -1.748307 1.2 0.3 -0.1
C -0.375400 -1.566831 -1.552970 -0.5 -0.5 -0.1
C -1.682584 -1.160133 -0.835818 0.1 0.7 -0.1
C -1.453452 -0.238311 0.384549 -0.5 -0.3 0.3
C -1.826152 -0.875740 1.716577 0.6 0.4 0.6
C -0.714612 -1.793553 2.247584 -0.3 0.8 -0.5
S 0.447885 -0.883329 3.311326 0.2 -0.3 0.4
O -2.486846 -2.257323 -0.489170 0.2 -0.2 -0.1
C -3.822111 -2.175915 -0.978179 0.9 -0.2 0.4
C -4.526557 -3.394705 -0.483058 0.0 0.4 0.4
O -4.588584 -3.350568 0.924961 -0.2 -0.1 0.1
C -5.546826 -4.286875 1.397469 0.2 0.5 -0.3
H 1.218159 -6.045103 1.658046 0.0 -0.2 0.2
H 2.130925 -4.609615 1.150549 0.5 -0.2 0.1
H 0.744609 -4.403102 2.161940 0.0 -0.1 0.4
H -0.757264 -4.644878 0.366152 -0.2 0.2 0.1
H 0.309215 -5.759482 -0.433848 -0.2 -0.1 -0.5
H 1.231360 -2.920047 -0.080402 0.0 0.3 0.1
H 1.686291 -4.063961 -1.302705 0.3 -0.1 0.0
H 0.281404 -3.194320 -2.726545 -0.1 -0.1 -0.4
H -1.094681 -3.628310 -1.771053 -0.3 0.0 0.2
H -0.359112 -1.101183 -2.531957 -0.2 0.2 -0.2
H 0.476266 -1.147568 -1.030808 0.3 0.0 0.2
H -2.242789 -0.551061 -1.540439 -0.2 0.0 -0.3
H -2.057243 0.658056 0.278418 -0.2 0.2 -0.1
H -0.416947 0.094031 0.436834 0.2 0.0 -0.1
H -1.910306 -0.066815 2.433580 -0.2 0.2 0.2
H -2.786203 -1.372170 1.708938 -0.1 -0.2 -0.3
H -0.160999 -2.199465 1.412225 0.1 -0.4 -0.1
H -1.124638 -2.590907 2.848520 0.1 -0.3 0.2
H 0.781177 0.103413 2.470211 -0.1 -0.1 -0.2
H -4.279143 -1.268160 -0.591195 -0.3 0.2 -0.1
H -3.782232 -2.190806 -2.063652 -0.3 0.2 -0.3
H -3.950317 -4.263315 -0.797414 -0.1 -0.4 -0.2
H -5.533499 -3.404296 -0.898600 -0.2 -0.2 -0.2
H -6.541681 -3.968871 1.089102 -0.3 0.0 0.0
H -5.488480 -4.300086 2.473796 0.0 -0.1 0.3
H -5.350055 -5.270022 0.981448 0.0 -0.3 0.1
C 0.336196 4.771247 -0.896170 0.3 -0.2 -0.4
C 1.035795 4.072419 0.300154 -2.6 0.9 -1.0
C 2.028820 5.024210 0.985221 1.3 -0.3 0.1
C 3.305245 5.285979 0.185820 -0.2 -0.1 -0.2
C 3.992502 3.983001 -0.221224 -0.4 0.5 1.1
C 3.073596 3.010561 -0.973721 0.3 -0.6 -2.8
N 1.794166 2.833344 -0.159497 3.3 0.2 5.1
O 1.933847 2.013498 0.748162 -1.3 0.8 -2.8
C 2.773272 3.545731 -2.387231 -0.5 0.3 0.1
C 3.774904 1.671494 -1.183555 -0.3 -0.4 0.7
C -0.074497 3.698627 1.279608 0.4 -0.7 0.4
H -0.637803 5.150094 -0.601984 0.0 0.0 0.2
H 0.901182 5.619697 -1.277217 0.1 -0.1 0.0
H 0.156971 4.084116 -1.722612 0.0 0.0 0.0
H 2.305199 4.608945 1.960195 -0.1 -0.1 0.0
H 1.510495 5.961218 1.181193 -0.3 -0.1 -0.1
H 3.086613 5.893546 -0.694518 0.0 0.0 0.0
H 3.990026 5.875196 0.796155 0.0 0.0 0.0
H 4.848758 4.196414 -0.858297 -0.1 -0.2 -0.2
H 4.383513 3.490826 0.675536 -0.1 -0.1 0.0
H 2.027956 2.930271 -2.891594 0.0 0.0 0.0
H 3.680447 3.513334 -2.984132 0.1 -0.1 0.1
H 2.434076 4.578160 -2.402313 0.0 0.0 0.0
H 4.142791 1.237540 -0.254459 -0.1 0.0 0.0
H 4.631691 1.818430 -1.833685 0.0 0.2 -0.1
H 3.110336 0.949892 -1.660625 0.0 0.0 0.0
H -0.766955 2.979912 0.837802 0.0 0.0 0.0
H -0.631903 4.594007 1.536586 0.0 0.1 -0.1
H 0.306865 3.280730 2.211188 0.0 -0.1 -0.1